(1)
{"formula": "CH3N3O2", "method": "ωB97M-V with the def2-TZVPD basis set", "symbols": ["C", "H", "N", "H", "O", "H", "N", "N", "O"], "positions_angstrom": [[0.349071, -0.294092, 0.281996], [0.236508, -1.140070, 0.960156], [-0.692387, -0.428951, -0.670294], [1.285036, -0.407402, -0.276398], [0.393443, 1.999257, 0.686306], [-1.006014, -0.754473, -2.546588], [-0.246265, -0.527595, -1.837420], [0.124579, 0.901913, 1.154749], [-0.443972, 0.651413, 2.247494]], "atomic_forces_ev_per_a": [[1.0023, -1.3539, 0.4338], [0.0496, 0.0670, 0.0296], [-1.4773, 0.0324, -2.8055], [0.3498, 1.0122, 0.6373], [-0.2203, -1.1533, 0.8575], [0.4171, 0.5550, 1.3769], [-0.4349, -0.3932, 0.8401], [-1.1913, 0.2833, 0.9548], [1.5050, 0.9505, -2.3244]], "mulliken_charge": [-0.237, 0.271, -0.038, 0.442, -0.475, 0.255, -0.482, 0.751, -0.489], "fmax_ha_per_bohr": 0.0617, "e_lumo_ev": -0.5, "relative_energy_kj_mol": 521.3, "homo_lumo_gap_ev": 9.776, "smiles": "[H]/N=N/C[N+](=O)[O-]", "homo_ev": -10.301}

---

(2)
{"formula": "CH3N3O2", "method": "ωB97M-V with the def2-TZVPD basis set", "symbols": ["N", "O", "H", "C", "H", "N", "O", "H", "N"], "positions_angstrom": [[-1.081332, -0.683707, 0.337477], [1.837013, 0.613179, 0.522009], [-1.810308, -1.335388, -0.187142], [0.107728, -0.766953, -0.331158], [1.639172, 2.119314, 1.636293], [1.102693, 1.689317, 0.888860], [-1.386636, -0.132669, 1.446463], [-0.060955, -1.534080, -1.204650], [1.327488, -0.355366, -0.168628]], "atomic_forces_ev_per_a": [[-2.0256, -0.9070, -0.2624], [0.7507, 1.5278, 2.1876], [1.3202, 1.7978, 1.6670], [-0.2447, -0.9991, -1.0412], [0.7123, -0.1052, -0.0076], [-1.5079, -0.7832, -0.6544], [0.6103, -0.5383, -1.4097], [0.8498, 1.5351, 1.7654], [-0.4651, -1.5280, -2.2447]], "mulliken_charge": [0.048, -0.020, 0.282, 0.221, 0.253, -0.357, -0.410, 0.174, -0.191], "fmax_ha_per_bohr": 0.0542, "e_lumo_ev": [-0.3, -1.0], "relative_energy_kj_mol": 819.2, "homo_lumo_gap_ev": [8.767, 8.194], "homo_ev": [-9.107, -9.147]}

---

(3)
{"formula": "CH3N3O6P", "method": "ωB97M-V with the def2-TZVPD basis set", "symbols": ["H", "H", "O", "O", "O", "H", "O", "O", "O", "N", "C", "N", "P", "N"], "positions_angstrom": [[-0.363691, -1.113713, 0.426644], [-3.514594, 0.400173, -1.000541], [3.371592, -0.093768, -0.075460], [3.098236, -2.224141, -0.370571], [0.988181, 1.758897, 1.513040], [-2.678853, -0.930197, -0.399999], [0.904452, 1.205076, -1.074908], [-1.439466, 1.764452, -0.072264], [1.571054, -1.101930, 0.611658], [-2.881496, -0.009913, -0.421823], [-1.738944, 0.581323, -0.009600], [2.744212, -1.120084, 0.055725], [0.652851, 1.002976, 0.341938], [-0.713533, -0.119156, 0.476161]], "atomic_forces_ev_per_a": [[-1.2720, 1.3508, -0.2078], [-1.6722, 1.2613, -1.7631], [3.1658, 3.4496, -0.9021], [1.8203, -3.1040, -1.9211], [0.6638, 0.5126, 1.5645], [-0.5573, -3.8159, -0.5808], [0.9433, 0.0788, -0.5746], [-1.6534, 2.0563, -0.3045], [-1.0315, 1.0808, 0.5747], [1.7799, 1.1157, 2.4976], [0.9517, 1.0249, -0.3433], [-3.6196, -0.7575, 2.4272], [-1.9102, -2.0152, -1.5761], [2.3914, -2.2382, 1.1095]], "lowdin_spin": [0.001, 0.000, 0.586, 0.649, 0.000, 0.000, 0.002, 0.001, 0.300, 0.001, 0.002, 0.443, 0.010, 0.005], "fmax_ha_per_bohr": 0.0927, "e_lumo_ev": [3.3, 1.3], "charge": -1, "homo_lumo_gap_ev": [5.242, 7.645], "multiplicity": 3, "homo_ev": [-1.970, -6.320], "s2": 2.01}

---

(4)
{"formula": "CH3N3O6P2", "method": "ωB97M-V with the def2-TZVPD basis set", "symbols": ["O", "O", "C", "N", "P", "O", "N", "N", "H", "O", "P", "H", "O", "O", "H"], "positions_angstrom": [[1.961199, 1.794755, 2.203771], [-1.837779, 1.251356, -0.701794], [-0.701587, -2.142551, -0.518255], [-1.312456, -1.304738, 0.232474], [-0.583483, 2.011702, -0.366375], [-0.396412, 3.309007, -0.997748], [0.862700, 0.981280, -0.276711], [0.176589, -2.597129, -1.193499], [-0.716881, -1.300351, 1.111675], [-0.513032, 2.060797, 1.231542], [0.904418, 1.035894, 1.456392], [-1.571834, -0.330853, -0.145820], [0.521611, -0.306595, 1.944245], [0.617307, -3.609902, -1.864234], [1.600860, 1.392007, -0.892177]], "atomic_forces_ev_per_a": [[-0.4292, -0.3693, -0.9150], [0.0596, -0.8071, -0.5141], [2.4218, -0.5170, -2.6504], [-0.3178, 0.5368, 2.0331], [-0.2441, -1.7946, 1.1881], [0.7200, 1.6913, -1.1856], [0.4179, 1.2918, -1.2561], [-1.5015, -1.0531, 0.4778], [-0.9235, 1.1465, -0.4911], [1.2455, -0.8540, 1.8247], [-0.6540, 2.1244, -0.6341], [0.0736, -0.4868, 0.0813], [-0.2934, -0.8028, 0.7374], [0.0390, 0.5533, 0.1271], [-0.6139, -0.6593, 1.1769]], "mulliken_charge": [-0.783, -0.844, 0.259, -0.568, 0.864, -0.751, -0.492, 0.259, 0.432, -0.451, 0.839, 0.422, -0.748, -0.748, 0.310], "fmax_ha_per_bohr": 0.0705, "e_lumo_ev": 6.4, "charge": -2, "relative_energy_kj_mol": 167.1, "homo_lumo_gap_ev": 8.061, "homo_ev": -1.706}